The following is a quantum chemistry calculation of C18H29ClI2NP2RhS as an isolated structure at a distorted geometry, from the OMol25 dataset.

Geometry (Å):
I1 -0.6786 -4.1029 0.9719
I2 -2.4063 -2.8052 2.2364
Rh1 -1.3494 0.8813 -1.2389
P1 -0.3037 2.8208 -1.8742
C1 1.2936 3.1405 -1.0741
C2 0.0553 2.9961 -3.6498
H1 0.5049 3.9736 -3.8477
H2 -0.7793 5.1962 -1.6536
H3 -0.8724 2.8835 -4.2089
H4 -2.2608 4.2257 -1.9105
H5 1.8269 2.1914 -0.9294
H6 0.7465 2.1937 -3.9458
C3 -1.3011 4.2730 -1.3978
H7 1.8883 3.8164 -1.6995
H8 -1.4972 4.2416 -0.3242
H9 1.1309 3.5642 -0.0856
P2 -3.0311 -0.7088 -1.7449
C4 -3.0358 -2.4488 -1.1240
C5 -4.7829 -0.3634 -1.3092
H10 -3.1321 -0.3883 -4.0443
H11 -3.4411 -2.1634 -3.6581
H12 -1.7674 -1.4788 -3.5803
C6 -2.8407 -1.2576 -3.4594
H13 -5.0566 0.4797 -1.9444
H14 -5.4700 -1.2177 -1.4379
H15 -3.8791 -3.1178 -1.3956
H16 -3.0705 -2.2247 -0.0219
H17 -4.8448 -0.0077 -0.2685
H18 -2.1504 -3.0360 -1.3011
Cl1 -2.9360 1.9532 -2.8772
N1 -0.2325 0.4596 0.3780
S1 0.5868 -0.8403 1.0401
C7 2.2972 -0.8654 0.5613
C8 2.7836 -2.0755 0.0358
C9 4.0373 -2.1185 -0.5597
C10 4.9523 -1.0640 -0.4563
C11 4.5338 0.0361 0.2911
C12 3.2101 0.1697 0.7820
C13 0.8015 -1.0727 2.8664
C14 2.0601 -1.1918 3.4935
C15 2.1583 -1.2583 4.8778
C16 1.0470 -0.9675 5.6947
C17 -0.1996 -0.8886 5.0330
C18 -0.2854 -1.3201 3.7103
H19 -0.0064 1.1809 1.0465
H20 2.1613 -2.9639 0.0643
H21 4.3497 -3.0000 -1.0733
H22 5.9689 -1.1432 -0.8499
H23 5.2589 0.8099 0.4957
H24 2.9040 1.0772 1.2781
H25 2.9561 -1.2801 2.8702
H26 3.1301 -1.4985 5.3530
H27 1.1044 -0.8461 6.7934
H28 -1.1377 -0.6472 5.5111
H29 -0.9988 -2.2019 3.5613

Cartesian forces (eV/Å) of the 6 atoms listed first:
3.00 -2.67 -1.79
-3.65 1.77 2.01
-0.69 0.09 -0.05
0.48 1.97 -0.57
0.28 -0.67 0.10
-0.02 -0.57 0.11

Results
total charge: +2
max |F|: 4.52 eV Å⁻¹
<S²>: 6.0245
M: 745.6 g/mol
E_HOMO (spin up / spin down): -10.916 / -14.165 eV
relative energy (zero: lowest compared OMol25 entry of this formula, charge and spin): 0.0 kcal/mol
multiplicity: 5



The following is a quantum chemistry calculation of an isolated ion of composition C6H11N2O and charge +1 at a distorted geometry, from the OMol25 dataset.

Geometry (Å):
C1 -0.4557 -1.0467 0.4340
C2 2.0288 -0.9729 0.2375
C3 0.7049 -1.6608 -0.2094
C4 0.0105 1.2048 -0.2264
C5 0.2667 1.0659 -1.6573
C6 -1.3201 0.7923 1.5715
N1 -0.5554 0.2379 0.5322
N2 2.3629 0.1374 0.4853
O1 3.0161 1.0776 0.6917
H1 -1.1179 -1.4973 1.0087
H2 2.7959 -1.8605 0.3909
H3 0.8200 -2.6712 0.1120
H4 0.7134 -1.5695 -1.3731
H5 0.0786 2.2537 0.2213
H6 0.4702 1.9182 -2.1635
H7 -0.6175 0.5994 -2.1120
H8 1.1792 0.5956 -1.8605
H9 -2.3122 0.7447 1.2866
H10 -1.0817 1.8392 1.6015
H11 -1.3129 0.3310 2.5745

Cartesian forces (eV/Å) of the 6 atoms listed first:
3.00 0.69 -2.75
1.00 -7.17 -0.12
0.02 1.56 -1.97
0.82 1.77 0.25
-1.50 -2.11 0.93
-0.86 0.88 2.73

Results
total charge: +1
max |F|: 7.24 eV Å⁻¹
M: 127.2 g/mol
E_HOMO (spin up / spin down): -12.399 / -12.955 eV
relative energy (zero: lowest compared OMol25 entry of this formula, charge and spin): 168.9 kcal/mol
multiplicity: 1



The following is a quantum chemistry calculation of a 2-piece molecular cluster, C3H4N2O2 overall at a distorted geometry, from the OMol25 dataset.

Geometry (Å):
C1 -1.2188 -2.2138 -0.5896
C2 -0.5510 2.2123 -0.3658
C3 0.9952 -0.1449 0.7015
N1 -0.6091 -1.2094 -0.4024
N2 -0.2640 -0.1506 0.0667
O1 -1.6923 2.0431 -0.3398
O2 0.5869 2.4866 -0.3334
H1 -1.3718 -2.8975 -1.4409
H2 1.4145 0.7779 0.3375
H3 0.9144 0.0141 1.8538
H4 1.7961 -0.9177 0.5125

Cartesian forces (eV/Å) of the 6 atoms listed first:
-0.06 -0.79 -0.98
0.58 0.62 0.40
2.64 0.80 2.39
-1.64 -1.79 0.05
0.23 0.16 -0.16
-0.41 0.42 -0.35

Results
max |F|: 3.65 eV Å⁻¹
M: 100.1 g/mol
E_HOMO: -8.761 eV
relative energy (zero: lowest compared OMol25 entry of this formula, charge and spin): 101.0 kcal/mol
multiplicity: 1



The following is a quantum chemistry calculation of a 4-piece molecular cluster, C3H15N2O2 overall at a distorted geometry, from the OMol25 dataset.

Geometry (Å):
C1 0.4973 -0.6646 -0.1133
C2 1.7835 -0.7745 -0.8543
C3 0.8759 -2.2161 -0.1270
N1 0.6258 -2.9876 -1.3264
N2 -0.6949 0.7766 -2.5356
H1 0.6034 -0.1237 0.8233
H2 -0.4564 -0.5598 -0.6215
H3 1.8144 -1.0512 -1.9244
H4 2.8107 -0.5827 -0.4524
H5 0.1888 -2.5549 0.7082
H6 1.7456 -2.5541 0.4508
H7 -1.4979 0.9071 -3.2348
H8 -0.4072 -3.0593 -1.4141
H9 1.0998 -3.9116 -1.4317
H10 -0.2027 0.0738 -3.0186
H11 -0.0544 1.6143 -2.7573
H12 -1.2417 1.6079 1.3319
H13 -0.2977 2.8242 1.5014
O1 -0.6421 2.0332 1.9496
H14 -2.7044 4.3003 4.4865
H15 -1.8700 3.0019 4.4626
O2 -1.9757 3.9007 4.0969

Cartesian forces (eV/Å) of the 6 atoms listed first:
2.72 0.92 -1.86
-1.40 0.75 0.62
0.52 -2.86 1.20
-1.51 -0.19 -0.18
-0.73 2.77 -1.68
-0.23 -0.56 0.31

Results
total charge: +1
max |F|: 3.42 eV Å⁻¹
M: 111.2 g/mol
E_HOMO: -13.182 eV
relative energy (zero: lowest compared OMol25 entry of this formula, charge and spin): 107.4 kcal/mol
multiplicity: 1



Question: Which formula does entry 4 have?
Answer: C3H15N2O2



Please write out number 2 again, unchanged.
The following is a quantum chemistry calculation of an isolated ion of composition C6H11N2O and charge +1 at a distorted geometry, from the OMol25 dataset.

Geometry (Å):
C1 -0.4557 -1.0467 0.4340
C2 2.0288 -0.9729 0.2375
C3 0.7049 -1.6608 -0.2094
C4 0.0105 1.2048 -0.2264
C5 0.2667 1.0659 -1.6573
C6 -1.3201 0.7923 1.5715
N1 -0.5554 0.2379 0.5322
N2 2.3629 0.1374 0.4853
O1 3.0161 1.0776 0.6917
H1 -1.1179 -1.4973 1.0087
H2 2.7959 -1.8605 0.3909
H3 0.8200 -2.6712 0.1120
H4 0.7134 -1.5695 -1.3731
H5 0.0786 2.2537 0.2213
H6 0.4702 1.9182 -2.1635
H7 -0.6175 0.5994 -2.1120
H8 1.1792 0.5956 -1.8605
H9 -2.3122 0.7447 1.2866
H10 -1.0817 1.8392 1.6015
H11 -1.3129 0.3310 2.5745

Cartesian forces (eV/Å) of the 6 atoms listed first:
3.00 0.69 -2.75
1.00 -7.17 -0.12
0.02 1.56 -1.97
0.82 1.77 0.25
-1.50 -2.11 0.93
-0.86 0.88 2.73

Results
total charge: +1
max |F|: 7.24 eV Å⁻¹
M: 127.2 g/mol
E_HOMO (spin up / spin down): -12.399 / -12.955 eV
relative energy (zero: lowest compared OMol25 entry of this formula, charge and spin): 168.9 kcal/mol
multiplicity: 1